Record 1
Entry from the Open Molecules 2025 dataset: a molecular structure, C42H35AsF6N9O2S2W (ωB97M-V with the def2-TZVPD basis set).

Summary:
charge	+2
multiplicity	2
expectation value of S²	0.756
largest force on an atom	0.2	eV/A
highest occupied orbital energy (alpha / beta)	-13.302 / -13.301	eV
E_LUMO (alpha / beta)	-6.89 / -7.06	eV
E	-162258.301	eV
Kohn-Sham gap (alpha / beta)	6.41 / 6.24	eV

The geometry in XYZ format:
```
98
Properties=species:S:1:pos:R:3:forces:R:3:lowdin_spin:R:1
W 0.4106 1.1355 0.9021 0.0 0.0 0.1 0.8538
C -0.3883 -3.2596 1.5336 0.0 0.0 0.0 -0.0010
C -1.7755 -3.3613 1.6496 0.0 0.0 0.0 0.0006
C -2.5076 -2.2056 1.7233 0.0 0.0 0.0 -0.0009
C -1.8674 -0.9572 1.6673 0.0 0.0 0.0 0.0019
N -0.5436 -0.8612 1.4201 0.0 -0.1 0.1 -0.0042
C 0.1761 -2.0151 1.4353 -0.1 0.0 0.0 0.0010
N -2.6540 0.1223 1.9507 0.0 0.0 0.0 -0.0026
C -2.1342 1.1788 2.4633 0.1 0.1 0.0 0.0100
N -0.7798 1.5382 2.5306 0.0 0.0 0.0 0.0161
C -0.7204 2.7837 3.2089 0.0 0.0 -0.1 0.0036
N 0.2694 3.5510 3.4051 0.0 0.0 0.0 0.0055
C 1.5408 3.3365 2.9409 0.0 0.0 0.0 0.0002
C 2.5715 4.0218 3.5955 0.0 0.0 0.0 0.0024
C 3.8647 3.8983 3.1596 0.0 0.0 0.0 0.0011
C 4.1250 3.1023 2.0410 0.0 0.0 0.0 0.0036
C 3.0797 2.4631 1.4383 0.0 0.0 0.0 0.0077
N 1.7971 2.5675 1.8681 0.0 -0.1 0.0 0.0014
C -2.0764 3.1499 3.6255 0.0 0.1 0.1 0.0012
C -2.5254 4.2280 4.3642 0.0 0.0 0.0 -0.0003
C -3.8956 4.3164 4.5750 0.0 0.0 0.0 0.0010
C -4.7724 3.3545 4.0686 0.0 0.0 0.0 0.0001
C -4.3069 2.2683 3.3393 0.0 0.0 0.0 0.0009
C -2.9417 2.1986 3.1262 -0.1 0.0 0.0 0.0016
H 0.2584 -4.1264 1.5427 0.0 0.0 0.0 0.0000
H -2.2593 -4.3266 1.7276 0.0 0.0 0.0 0.0000
H -3.5745 -2.2000 1.8928 0.0 0.0 0.0 0.0000
H 1.2435 -1.9214 1.3778 0.1 0.0 0.0 -0.0001
H 2.2969 4.6356 4.4403 0.0 0.0 0.0 0.0000
H 4.6680 4.4126 3.6693 0.0 0.0 0.0 0.0000
H 5.1252 2.9717 1.6558 0.0 0.0 0.0 0.0001
H 3.2504 1.8347 0.5755 0.0 0.0 0.0 0.0015
H -1.8374 4.9631 4.7578 0.0 0.0 0.0 0.0000
H -4.2953 5.1439 5.1454 0.0 0.0 0.0 0.0001
H -5.8325 3.4576 4.2567 0.0 0.0 0.0 0.0000
H -4.9747 1.5100 2.9550 0.0 0.0 0.0 0.0000
S -1.1316 0.5594 -1.0472 0.0 0.1 0.0 0.0048
C -0.6545 -1.0265 -1.4471 0.1 0.1 0.1 0.0044
N -1.5021 -1.9565 -1.7559 -0.1 -0.2 -0.1 0.0052
C -1.0365 -3.3012 -2.1245 0.0 0.0 0.0 0.0002
C 0.2519 -3.1983 -2.8900 0.0 0.0 0.0 -0.0001
N 1.2178 -2.4077 -2.1179 0.0 -0.1 -0.1 -0.0021
C 2.6203 -2.9048 -2.0994 0.0 0.0 0.0 0.0002
C 2.7689 -3.9667 -1.0365 0.0 0.0 0.0 -0.0001
C 3.1478 -3.6211 0.2609 0.0 0.0 -0.1 0.0000
C 3.2186 -4.5906 1.2499 0.0 0.0 0.0 0.0000
C 2.9207 -5.9135 0.9489 0.0 0.0 0.0 0.0000
C 2.5734 -6.2694 -0.3474 0.0 0.0 0.0 0.0000
C 2.5027 -5.2996 -1.3373 0.0 0.0 0.0 0.0000
C 0.8207 -1.3682 -1.4351 0.0 0.1 0.1 0.0023
S 1.8858 -0.4116 -0.5492 0.0 0.0 0.0 0.0099
C -2.9739 -1.7744 -1.7760 0.0 0.0 0.0 0.0010
C -3.4759 -1.7531 -3.1962 0.0 0.0 0.0 0.0001
C -3.1292 -0.7045 -4.0463 0.0 0.0 0.0 0.0000
C -3.5768 -0.6977 -5.3567 0.0 0.0 0.0 -0.0001
C -4.3770 -1.7338 -5.8240 0.0 0.0 0.0 0.0003
C -4.7285 -2.7757 -4.9803 0.0 0.0 0.0 0.0000
C -4.2736 -2.7885 -3.6681 0.0 0.0 0.0 0.0002
H -1.8074 -3.7568 -2.7428 0.0 0.0 0.0 0.0001
H -0.9118 -3.8844 -1.2079 0.0 0.0 0.0 0.0002
H 0.1036 -2.7344 -3.8684 0.0 0.0 0.0 -0.0001
H 0.6716 -4.1903 -3.0309 0.0 0.0 0.0 0.0000
H 3.2833 -2.0596 -1.9348 0.0 0.0 0.0 0.0003
H 2.8141 -3.3029 -3.0949 0.0 0.0 0.0 0.0000
H 3.4242 -2.6013 0.4956 0.0 0.0 0.0 0.0000
H 3.5278 -4.3132 2.2495 0.0 0.0 0.0 0.0000
H 2.9892 -6.6719 1.7174 0.0 0.0 0.0 0.0000
H 2.3790 -7.3046 -0.5931 0.0 0.0 0.0 0.0000
H 2.2770 -5.5952 -2.3564 0.0 0.0 0.0 0.0000
H -3.2072 -0.8637 -1.2311 0.0 0.0 0.0 0.0005
H -3.3884 -2.6246 -1.2317 0.0 0.0 0.0 0.0002
H -2.5232 0.1179 -3.6811 0.0 0.0 0.0 -0.0002
H -3.3145 0.1213 -6.0127 0.0 0.0 0.0 0.0000
H -4.7326 -1.7225 -6.8454 0.0 0.0 0.0 0.0000
H -5.3590 -3.5776 -5.3397 0.0 0.0 0.0 0.0000
H -4.5591 -3.5988 -3.0064 0.0 0.0 0.0 0.0000
O -0.7196 2.8258 0.4787 0.0 0.0 0.0 0.0038
N -0.3585 3.6841 -0.4283 0.0 0.0 0.1 0.0065
N 0.6851 3.3299 -1.0067 0.1 -0.1 -0.1 0.0130
O 1.2776 2.2027 -0.6467 0.0 0.1 0.0 0.0050
C 1.2718 4.0982 -2.0771 0.0 0.0 0.0 -0.0004
C 0.5366 5.1322 -2.6387 0.0 0.0 0.0 0.0020
C 1.1259 5.8736 -3.6475 0.0 0.0 0.0 -0.0003
C 2.4144 5.5784 -4.0764 0.0 0.0 0.0 0.0028
C 3.1237 4.5345 -3.5004 0.0 0.0 0.0 -0.0003
C 2.5553 3.7791 -2.4862 0.0 0.0 0.0 0.0024
H -0.4636 5.3519 -2.2956 0.0 0.0 0.0 0.0001
H 0.5747 6.6859 -4.1003 0.0 0.0 0.0 -0.0001
H 2.8659 6.1658 -4.8641 0.0 0.0 0.0 0.0001
H 4.1266 4.3086 -3.8349 0.0 0.0 0.0 -0.0001
H 3.0960 2.9668 -2.0236 0.0 0.0 0.0 0.0002
F 1.6646 0.1241 2.1518 0.0 0.1 0.0 0.0299
As 2.2130 -0.4725 4.0999 0.0 0.0 -0.1 0.0005
F 3.6354 0.3749 3.6921 0.0 0.0 0.0 0.0001
F 2.7954 -1.8193 3.2058 0.0 0.0 0.1 0.0001
F 2.6814 -0.9907 5.6238 0.0 0.0 0.0 0.0000
F 0.6567 -1.1863 4.0833 0.0 0.0 0.1 0.0011
F 1.4914 1.0093 4.5523 0.0 0.0 0.0 0.0003
```
Positions in Å, forces in eV/Å.

Record 2
Entry from the Open Molecules 2025 dataset: 2 unconnected molecules or ions with the total composition C5H14NO2 (ωB97M-V with the def2-TZVPD basis set).

Summary:
charge	+1
multiplicity	1
largest force on an atom	4.8	eV/A
highest occupied orbital energy	-14.458	eV
E_LUMO	-2.75	eV
E	-10988.836	eV
Kohn-Sham gap	11.71	eV

The geometry in XYZ format:
```
22
Properties=species:S:1:pos:R:3:forces:R:3:nbo_charge:R:1
C 0.9037 -2.3663 1.5174 2.4 0.5 1.0 -0.7912
C -0.7070 1.5255 0.7773 -0.3 3.2 -3.6 -0.6200
C 0.5944 1.8629 -1.4349 -1.3 -3.1 2.1 -0.0764
C -0.5388 -2.2068 1.6903 2.0 -1.1 2.1 0.4964
C 0.0871 0.8946 -0.3367 -3.3 1.3 -1.4 -0.0386
N -0.8046 -0.0626 -1.0770 -1.8 -2.2 1.9 -0.7077
O 1.0971 1.0164 -2.4068 0.6 1.7 -2.5 -0.7146
O -1.2946 -1.7386 0.8924 -1.3 0.0 -0.3 -0.5810
H 1.2559 -3.3559 1.5327 -0.6 -2.4 0.5 0.2871
H 1.5925 -2.0737 2.4001 -1.5 0.5 -1.3 0.2772
H 1.3470 -2.1922 0.5725 0.2 1.5 -1.1 0.2306
H 0.0401 1.9665 1.3560 0.7 1.1 1.5 0.2391
H -1.3936 2.3590 0.2772 1.5 -1.4 1.1 0.2128
H -1.3735 0.9671 1.3170 -1.2 -2.0 1.4 0.2370
H -0.1819 2.4692 -1.7216 -2.6 1.1 -1.3 0.1686
H 1.2381 2.5684 -1.0946 2.8 1.6 1.5 0.1933
H -0.7306 -2.5982 2.7296 -1.3 0.5 -0.7 0.1444
H -1.0813 -1.0229 -0.5831 1.6 1.8 -0.1 0.4781
H -0.3837 -0.2193 -1.9364 1.0 -0.7 -2.4 0.4369
H -1.7465 0.2291 -1.2486 -0.6 1.3 -0.2 0.4187
H 1.2161 1.6753 -3.1463 0.3 -1.7 0.4 0.5003
H 0.8640 0.3024 -0.0766 2.6 -1.7 1.4 0.2087
```
Positions in Å, forces in eV/Å.

Record 3
Entry from the Open Molecules 2025 dataset: C20H20ClN3O5S in the gas phase (ωB97M-V with the def2-TZVPD basis set).

Summary:
charge	0
multiplicity	1
largest force on an atom	1.1	eV/A
highest occupied orbital energy	-9.005	eV
E_LUMO	-0.50	eV
E	-59129.745	eV
Kohn-Sham gap	8.51	eV

The geometry in XYZ format:
```
50
Properties=species:S:1:pos:R:3:forces:R:3:nbo_charge:R:1
C -3.1062 -0.2991 -1.5901 0.2 0.0 -0.1 -0.4066
N -4.3405 -0.4752 -0.8657 -0.2 0.3 -0.2 -0.4446
C -4.6336 -1.5148 -0.0465 0.2 -0.3 -0.1 0.6747
O -5.7063 -1.6255 0.5059 -0.2 -0.1 0.2 -0.6078
C -3.5846 -2.6229 0.1035 -0.5 -0.2 0.2 -0.1716
H -3.5261 -3.2227 -0.8082 0.0 0.1 0.1 0.2178
H -3.9277 -3.2555 0.9289 0.0 0.2 -0.2 0.2283
O -2.2543 -2.1843 0.3628 0.2 -0.1 -0.1 -0.5022
C -2.1002 -1.2100 1.2635 0.1 0.3 0.2 0.7894
O -3.0145 -0.6454 1.8115 0.1 -0.2 0.0 -0.5882
C -0.6695 -0.8779 1.4891 0.3 0.1 0.0 -0.2006
C 0.3470 -1.4391 0.7224 -0.3 0.0 0.1 -0.0833
C 1.6628 -1.1000 0.9628 0.6 -0.3 -0.4 -0.3997
C 1.9856 -0.2043 1.9742 -0.2 0.0 0.1 0.0053
C 0.9721 0.3590 2.7471 0.2 -0.1 -0.1 -0.2358
C -0.3445 0.0276 2.4996 -0.1 -0.2 -0.2 -0.1203
H -1.1428 0.4554 3.0874 0.0 0.0 0.1 0.2447
H 1.2315 1.0496 3.5330 0.0 0.1 0.1 0.2395
Cl 3.6200 0.2031 2.2789 0.1 0.3 0.5 0.0768
S 2.9143 -1.8266 -0.1270 -0.2 0.1 0.1 2.3403
O 4.0619 -2.2037 0.6288 0.0 0.2 0.0 -0.9106
O 2.2477 -2.8239 -0.9059 -0.3 0.2 -0.1 -0.9372
N 3.2857 -0.5692 -1.1644 -0.2 -1.0 0.4 -0.6758
C 4.2418 0.3931 -0.7952 0.7 0.5 0.2 0.1251
C 5.5324 -0.0298 -0.4875 0.0 0.1 -0.1 -0.2110
C 6.4915 0.8923 -0.1128 0.0 -0.1 0.0 -0.1972
C 6.1869 2.2430 -0.0630 0.0 0.1 0.1 -0.2198
C 4.9112 2.6669 -0.3898 0.0 0.1 0.0 -0.2148
C 3.9387 1.7512 -0.7510 -0.1 -0.2 -0.1 -0.2081
H 2.9449 2.0976 -0.9902 -0.1 0.0 0.0 0.2078
H 4.6635 3.7177 -0.3569 0.0 0.1 0.0 0.2156
H 6.9398 2.9605 0.2257 0.1 0.1 0.0 0.2166
H 7.4864 0.5531 0.1333 0.1 0.0 0.0 0.2184
H 5.7621 -1.0813 -0.5269 0.1 0.0 0.0 0.2416
C 2.1740 -0.1859 -2.0019 -0.4 0.0 -0.3 -0.4290
H 1.4133 0.3924 -1.4636 0.0 0.0 0.0 0.1827
H 1.7255 -1.1074 -2.3671 -0.1 0.2 -0.1 0.2418
H 2.5440 0.3964 -2.8446 0.0 0.0 0.0 0.2244
H 0.1360 -2.1517 -0.0589 -0.1 0.0 0.0 0.2566
C -5.2559 0.6483 -0.8494 -0.2 -0.1 0.1 -0.1995
H -5.2438 1.1352 -1.8276 0.0 0.0 0.1 0.2026
H -6.2568 0.2564 -0.6529 0.1 0.2 -0.1 0.2500
C -4.8763 1.6462 0.2588 0.4 -0.6 0.0 -0.5317
C -5.7967 2.7506 0.2950 0.0 0.2 0.0 0.2862
N -6.5228 3.6332 0.3005 -0.4 0.5 0.0 -0.3204
H -4.8917 1.1290 1.2223 0.1 0.0 -0.1 0.2760
H -3.8692 2.0401 0.0921 0.0 -0.1 0.1 0.2395
H -2.3725 0.2809 -1.0184 0.1 0.0 -0.1 0.1863
H -3.3208 0.2358 -2.5169 0.0 0.0 0.0 0.2101
H -2.6633 -1.2588 -1.8448 0.0 0.1 0.0 0.2178
```
Positions in Å, forces in eV/Å.

Record 4
Entry from the Open Molecules 2025 dataset: a gas-phase ion, C10H13N2 (charge +1) (ωB97M-V with the def2-TZVPD basis set).

Summary:
charge	+1
multiplicity	1
largest force on an atom	4.9	eV/A
highest occupied orbital energy	-12.057	eV
E_LUMO	-4.99	eV
E	-13550.419	eV
Kohn-Sham gap	7.07	eV

The geometry in XYZ format:
```
25
Properties=species:S:1:pos:R:3:forces:R:3:nbo_charge:R:1
C -2.3708 3.1874 1.0692 0.3 -4.4 0.4 -0.1606
C -2.7806 1.8350 1.4190 0.9 2.0 -2.1 -0.1713
C -1.2057 3.3027 0.3374 0.5 -0.4 0.4 -0.2128
C -2.1863 0.7414 0.7836 -1.9 2.5 0.8 -0.2250
C -0.5583 2.1740 -0.1922 1.3 -0.1 -0.3 -0.1764
C -1.1160 0.9068 -0.0489 0.6 -0.4 0.9 0.0795
C 2.6602 -0.9586 0.0699 1.7 -2.5 3.3 0.1127
C 0.7691 -2.4578 0.0834 -0.2 -1.1 0.6 -0.2979
C -0.3740 -1.3670 0.2244 -1.8 -4.3 1.7 0.1418
C 2.1183 -1.8316 -1.9988 -2.6 -0.7 -2.6 -0.4510
N 1.9080 -1.7663 -0.5790 0.3 0.6 1.3 -0.2591
N -0.3484 -0.2639 -0.2756 2.3 2.8 -1.5 -0.4273
H -2.9472 3.9363 1.5075 -0.3 1.6 0.5 0.2259
H -3.5883 1.7570 2.1022 -0.7 -0.4 0.4 0.2208
H -0.6502 4.2118 0.4378 0.0 0.6 -0.7 0.2291
H -2.6930 -0.1650 0.8550 -0.3 -1.7 0.5 0.2111
H 0.5017 2.2412 -0.5826 -1.5 0.1 0.2 0.2207
H 3.3056 -0.3642 -0.5824 0.1 0.2 0.8 0.2261
H 1.1328 -2.9960 1.0971 -0.9 1.7 -2.2 0.2660
H 0.3187 -3.3064 -0.5454 1.1 1.3 0.6 0.2608
H -1.2812 -1.8734 0.7405 1.3 0.9 -0.4 0.1674
H 2.9699 -1.3036 1.3232 -1.5 2.0 -3.9 0.2719
H 1.3877 -2.6212 -2.3191 1.0 0.7 -0.3 0.2394
H 1.9183 -0.9335 -2.6322 -0.4 -0.2 1.2 0.2644
H 3.1097 -2.0849 -2.2941 0.8 -0.7 0.4 0.2437
```
Positions in Å, forces in eV/Å.

Respective energy relative to the best compared isomer or geometry (same formula, charge and spin) values: 0.376, 2.969, 0.138, 4.916 eV.